{"formula": "C56H128F3N8O13S", "method": "the ωB97M-V functional and the def2-TZVPD basis", "orbital_gap_ev": [3.6, 5.5], "e_homo_ev": [-11.49, -13.41], "multiplicity": 2, "total_charge": 4, "symbols": ["C", "C", "C", "O", "C", "C", "C", "O", "O", "O", "H", "H", "C", "C", "C", "O", "C", "N", "H", "H", "H", "H", "H", "H", "H", "H", "H", "H", "H", "H", "C", "C", "C", "O", "C", "N", "H", "H", "H", "H", "H", "H", "H", "H", "H", "H", "H", "H", "C", "C", "C", "O", "C", "N", "H", "H", "H", "H", "H", "H", "H", "H", "H", "H", "H", "H", "C", "N", "C", "C", "C", "C", "O", "H", "H", "H", "H", "H", "H", "H", "H", "H", "H", "H", "H", "H", "H", "C", "N", "C", "C", "C", "C", "O", "H", "H", "H", "H", "H", "H", "H", "H", "H", "H", "H", "H", "H", "H", "C", "N", "C", "C", "C", "C", "O", "H", "H", "H", "H", "H", "H", "H", "H", "H", "H", "H", "H", "H", "H", "C", "C", "C", "C", "N", "C", "C", "C", "C", "C", "C", "C", "H", "H", "H", "H", "H", "H", "H", "H", "H", "H", "H", "H", "H", "H", "H", "H", "H", "H", "H", "H", "H", "H", "H", "H", "C", "C", "C", "C", "N", "C", "C", "C", "C", "C", "C", "C", "H", "H", "H", "H", "H", "H", "H", "H", "H", "H", "H", "H", "H", "H", "H", "H", "H", "H", "H", "H", "H", "H", "H", "H", "C", "F", "F", "F", "S", "O", "O", "O"], "xyz": [[-0.024, 0.766, 0.958], [-0.553, 1.743, 0.130], [-1.297, 1.372, -1.118], [-1.776, 2.161, -2.038], [-1.479, 0.073, -1.481], [-1.011, -1.032, -0.653], [-0.029, -0.641, 0.596], [0.625, -1.560, 1.136], [-1.224, -2.230, -0.939], [-0.479, 2.881, 0.636], [0.468, 1.011, 1.888], [-1.934, -0.139, -2.437], [-1.558, 3.524, 4.042], [-2.638, 2.333, 4.097], [-3.605, 2.250, 2.862], [-4.333, 1.067, 2.700], [-5.409, 0.728, 3.584], [-1.849, 1.049, 4.045], [-1.074, 1.113, 4.690], [-2.416, 0.229, 4.207], [-1.448, 0.958, 3.123], [-1.145, 3.563, 3.034], [-0.798, 3.475, 4.823], [-2.106, 4.448, 4.228], [-3.071, 2.267, 5.095], [-3.093, 2.296, 1.901], [-4.312, 3.077, 2.793], [-6.043, 0.006, 3.069], [-5.939, 1.635, 3.874], [-5.004, 0.325, 4.512], [-1.455, -5.405, 0.286], [-0.159, -5.487, -0.564], [-0.311, -5.697, -2.058], [0.962, -5.637, -2.729], [0.955, -5.969, -4.095], [0.634, -4.143, -0.341], [1.479, -3.952, -0.861], [-0.031, -3.393, -0.462], [0.938, -3.941, 0.600], [-1.287, -5.292, 1.357], [-2.046, -6.298, 0.082], [-2.039, -4.545, -0.040], [0.469, -6.286, -0.169], [-1.042, -5.017, -2.497], [-0.763, -6.656, -2.313], [1.901, -5.754, -4.591], [0.059, -5.575, -4.575], [0.803, -7.045, -4.179], [4.066, -3.198, 1.428], [4.192, -1.678, 1.105], [5.608, -1.193, 0.609], [5.748, 0.235, 0.686], [7.066, 0.637, 0.581], [3.123, -1.288, 0.131], [2.195, -1.305, 0.529], [3.278, -0.399, -0.322], [3.068, -1.889, -0.679], [4.917, -3.516, 2.031], [4.076, -3.875, 0.574], [3.266, -3.271, 2.165], [3.915, -1.091, 1.980], [5.744, -1.618, -0.386], [6.382, -1.722, 1.165], [7.606, 0.221, 1.432], [7.169, 1.721, 0.539], [7.549, 0.180, -0.284], [-0.013, -4.318, 6.558], [1.255, -3.439, 6.471], [1.746, -3.137, 7.893], [2.379, -4.309, 5.737], [1.007, -2.040, 5.725], [0.738, -2.241, 4.199], [0.165, -1.087, 3.776], [-0.829, -3.774, 7.035], [0.265, -5.187, 7.155], [-0.297, -4.623, 5.550], [2.615, -2.485, 7.812], [1.941, -4.027, 8.490], [0.937, -2.548, 8.326], [2.050, -4.472, 4.711], [2.526, -5.261, 6.247], [3.259, -3.667, 5.770], [1.955, -1.510, 5.813], [0.263, -1.517, 6.326], [0.029, -3.036, 3.965], [1.637, -2.260, 3.584], [0.205, -1.068, 2.817], [2.088, 0.040, -6.773], [1.537, -1.084, -5.896], [0.018, -1.183, -6.255], [2.156, -2.464, -6.333], [1.753, -0.903, -4.362], [1.377, 0.532, -3.861], [0.043, 0.786, -3.955], [3.163, 0.106, -6.608], [1.559, 0.941, -6.462], [1.811, -0.081, -7.820], [-0.493, -0.223, -6.181], [-0.435, -1.882, -5.552], [-0.056, -1.701, -7.212], [3.204, -2.369, -6.050], [2.031, -2.437, -7.415], [1.474, -3.222, -5.947], [2.831, -1.029, -4.258], [1.044, -1.573, -3.876], [1.841, 1.380, -4.365], [1.601, 0.641, -2.800], [-0.307, 1.058, -3.103], [1.104, 4.256, -2.411], [0.336, 5.436, -3.039], [-0.669, 4.956, -4.150], [-0.462, 6.043, -1.895], [1.331, 6.455, -3.789], [1.979, 7.571, -2.931], [2.823, 6.958, -1.975], [1.921, 3.963, -3.071], [0.317, 3.519, -2.257], [1.583, 4.521, -1.468], [-0.058, 4.591, -4.977], [-1.316, 5.784, -4.440], [-1.322, 4.209, -3.698], [-1.033, 5.241, -1.429], [-1.027, 6.912, -2.232], [0.256, 6.392, -1.153], [0.706, 6.988, -4.506], [2.038, 5.833, -4.339], [1.269, 8.277, -2.499], [2.605, 8.174, -3.589], [3.689, 7.371, -1.949], [-9.668, -4.090, -2.735], [-8.424, -4.446, -3.595], [-7.036, -4.115, -2.951], [-6.431, -2.731, -3.212], [-4.924, -2.492, -2.696], [-4.520, -1.170, -3.278], [-5.135, -0.031, -2.342], [-5.379, -0.831, -1.011], [-4.858, -2.164, -1.200], [-3.959, -3.669, -3.044], [-3.923, -3.906, -4.548], [-2.634, -4.287, -5.100], [-9.633, -4.555, -1.749], [-10.589, -4.210, -3.305], [-9.722, -3.013, -2.581], [-8.584, -3.870, -4.506], [-8.539, -5.518, -3.754], [-6.272, -4.887, -3.034], [-7.237, -4.155, -1.881], [-7.111, -1.968, -2.833], [-6.491, -2.596, -4.292], [-3.434, -1.265, -3.268], [-4.797, -1.175, -4.332], [-4.435, 0.803, -2.301], [-6.035, 0.398, -2.782], [-4.709, -0.612, -0.180], [-6.448, -0.827, -0.796], [-3.784, -2.209, -1.023], [-5.406, -2.845, -0.549], [-4.228, -4.519, -2.418], [-3.019, -3.184, -2.780], [-4.380, -3.093, -5.113], [-4.591, -4.761, -4.650], [-1.931, -3.531, -4.751], [-2.649, -4.287, -6.190], [-2.306, -5.303, -4.879], [6.216, 5.826, -0.118], [6.776, 5.088, 1.082], [5.756, 4.887, 2.218], [4.472, 4.016, 1.850], [3.338, 3.989, 2.977], [3.904, 3.429, 4.375], [3.905, 1.976, 4.186], [2.643, 1.672, 3.335], [2.249, 2.916, 2.686], [2.717, 5.405, 3.241], [2.366, 6.277, 1.986], [1.401, 7.480, 2.285], [6.989, 5.933, -0.880], [5.842, 6.819, 0.131], [5.509, 5.180, -0.639], [7.528, 5.738, 1.529], [7.199, 4.132, 0.773], [5.409, 5.895, 2.444], [6.287, 4.645, 3.138], [4.741, 2.972, 1.688], [4.043, 4.373, 0.913], [3.184, 3.551, 5.185], [4.838, 3.939, 4.608], [3.831, 1.521, 5.174], [4.785, 1.602, 3.663], [1.856, 1.229, 3.946], [2.882, 0.918, 2.585], [1.331, 3.287, 3.143], [2.092, 2.853, 1.609], [3.485, 5.924, 3.814], [1.795, 5.279, 3.810], [1.846, 5.695, 1.225], [3.282, 6.722, 1.597], [1.734, 8.220, 3.013], [0.452, 6.996, 2.517], [1.243, 8.074, 1.385], [-3.223, -2.764, 2.368], [-1.988, -2.559, 1.938], [-4.026, -1.803, 1.917], [-3.668, -3.969, 1.933], [-3.322, -2.688, 4.307], [-3.005, -1.301, 4.598], [-4.704, -2.968, 4.696], [-2.381, -3.676, 4.859]], "lowdin_charge": [-0.035, -0.452, -0.414, -0.139, -0.050, -0.331, -0.367, -0.165, -0.122, -0.092, 0.067, 0.089, -0.019, -0.219, -0.171, -0.210, -0.054, 0.206, 0.142, 0.062, 0.119, 0.055, 0.069, 0.085, 0.152, 0.131, 0.136, 0.100, 0.092, 0.077, -0.015, -0.227, -0.170, -0.196, -0.095, 0.219, 0.131, 0.050, 0.126, 0.090, 0.102, 0.061, 0.148, 0.113, 0.142, 0.094, 0.067, 0.099, -0.010, -0.266, -0.153, -0.193, -0.105, 0.224, 0.064, 0.157, 0.150, 0.092, 0.093, 0.064, 0.135, 0.133, 0.134, 0.101, 0.083, 0.100, 0.016, -0.304, 0.007, 0.046, -0.012, -0.267, -0.086, 0.110, 0.108, 0.081, 0.100, 0.115, 0.107, 0.084, 0.108, 0.097, 0.116, 0.139, 0.111, 0.102, 0.025, 0.020, -0.318, 0.025, 0.052, -0.044, -0.270, -0.062, 0.115, 0.095, 0.117, 0.107, 0.079, 0.108, 0.108, 0.104, 0.096, 0.124, 0.134, 0.109, 0.121, 0.036, 0.013, -0.284, 0.042, 0.017, -0.047, -0.215, -0.076, 0.092, 0.073, 0.088, 0.102, 0.106, 0.090, 0.109, 0.115, 0.087, 0.125, 0.127, 0.124, 0.135, 0.092, -0.102, -0.215, -0.178, -0.066, -0.173, -0.096, -0.056, -0.146, -0.145, -0.081, -0.252, -0.111, 0.079, 0.082, 0.064, 0.104, 0.109, 0.093, 0.105, 0.134, 0.121, 0.104, 0.121, 0.102, 0.111, 0.116, 0.127, 0.112, 0.148, 0.137, 0.098, 0.116, 0.121, 0.061, 0.095, 0.082, -0.108, -0.243, -0.163, -0.035, -0.131, -0.074, -0.159, -0.167, -0.118, -0.083, -0.209, -0.070, 0.083, 0.084, 0.062, 0.122, 0.096, 0.101, 0.108, 0.111, 0.108, 0.144, 0.129, 0.126, 0.113, 0.109, 0.095, 0.114, 0.125, 0.128, 0.124, 0.097, 0.092, 0.084, 0.074, 0.071, -0.614, 0.132, 0.129, 0.108, 0.528, -0.355, -0.296, -0.345]}